Entry 1:
{
  "formula": "C9H11O3",
  "method": "the ωB97M-V functional and the def2-TZVPD basis",
  "lumo_ev": 3.245,
  "homo_lumo_gap_ev": 7.4,
  "charge": -1,
  "relative_energy_ev": 2.587,
  "total_energy_ha": -575.26335,
  "symbols": ["O", "O", "O", "C", "C", "C", "C", "C", "C", "C", "C", "C", "H", "H", "H", "H", "H", "H", "H", "H", "H", "H", "H"],
  "positions_angstrom": [[-0.890, 1.211, 3.647], [-1.297, 1.259, -1.892], [-1.837, -0.850, -1.743], [2.102, -1.362, -0.287], [-2.034, 0.223, -3.928], [0.831, -0.158, 3.154], [1.390, -0.589, 0.906], [-0.319, 1.029, 1.304], [0.373, 0.212, 0.400], [-1.733, 0.263, -2.358], [1.646, -0.796, 2.211], [-0.087, 0.728, 2.619], [2.528, -0.665, -1.022], [-2.195, -0.822, -4.305], [-1.476, 0.812, -4.691], [2.581, -1.238, 2.693], [-0.866, 1.753, 0.892], [1.446, -1.885, -0.827], [-0.930, 2.170, 3.757], [0.899, -0.186, 4.209], [-3.131, 0.659, -4.124], [0.128, 0.253, -0.679], [2.871, -2.019, 0.062]]
}

Entry 2:
{
  "formula": "C9H11PS2",
  "method": "the ωB97M-V functional and the def2-TZVPD basis",
  "lumo_ev": 0.240,
  "homo_lumo_gap_ev": 8.6,
  "charge": 0,
  "relative_energy_ev": 0.000,
  "total_energy_ha": -1487.24450,
  "smiles": "C[C@@H]1CSP(c2ccccc2)S1",
  "symbols": ["S", "S", "P", "C", "C", "C", "C", "C", "C", "C", "C", "C", "H", "H", "H", "H", "H", "H", "H", "H", "H", "H", "H"],
  "positions_angstrom": [[-0.669, 0.007, 1.280], [2.036, -0.862, -0.065], [0.192, -1.801, 0.293], [2.004, 0.473, 1.196], [-1.907, -2.044, -3.321], [0.571, 1.868, 2.707], [-0.628, -1.424, -1.346], [0.843, 0.474, 2.176], [-1.389, 0.253, -2.992], [-1.379, -2.407, -2.104], [-0.652, -0.102, -1.879], [-2.033, -0.712, -3.717], [-1.481, -3.369, -1.656], [3.078, 0.266, 1.577], [0.698, 2.417, 1.799], [-2.538, -2.802, -3.875], [-1.295, 1.232, -3.338], [2.045, 1.413, 0.532], [-2.621, -0.439, -4.605], [-0.070, 0.707, -1.470], [-0.380, 1.852, 3.016], [1.226, 2.051, 3.528], [1.047, -0.244, 3.113]]
}

Entry 3:
{
  "formula": "C9H11PS2",
  "method": "the ωB97M-V functional and the def2-TZVPD basis",
  "lumo_ev": [-2.719, -2.719],
  "homo_lumo_gap_ev": [5.4, 5.4],
  "charge": 0,
  "relative_energy_ev": 2.592,
  "total_energy_ha": -1487.14925,
  "symbols": ["S", "S", "P", "C", "C", "C", "C", "C", "C", "C", "C", "C", "H", "H", "H", "H", "H", "H", "H", "H", "H", "H", "H"],
  "positions_angstrom": [[0.007, 3.638, 0.387], [-2.603, -0.493, 1.934], [-0.530, 1.800, 0.597], [0.905, -0.417, 1.352], [-3.017, -0.522, 0.189], [2.104, -1.110, 1.486], [-1.406, 1.191, -0.909], [3.313, 0.618, 0.304], [-1.782, -0.378, -0.714], [2.118, 1.345, 0.191], [0.970, 0.793, 0.726], [3.312, -0.611, 0.965], [-3.862, 0.177, -0.177], [2.111, -2.179, 1.942], [-0.238, -0.551, 1.705], [-3.468, -1.551, -0.037], [-2.284, 1.738, -1.151], [-2.110, -0.873, -1.800], [-0.945, -0.955, -0.368], [-0.593, 1.323, -1.774], [4.172, 1.131, -0.116], [2.193, 2.347, -0.110], [4.032, -1.335, 1.110]]
}

Entry 4:
{
  "formula": "C9H12BCl3F4NSiTl",
  "method": "the ωB97M-V functional and the def2-TZVPD basis",
  "lumo_ev": [4.549, 4.615],
  "homo_lumo_gap_ev": [4.9, 4.4],
  "charge": -2,
  "relative_energy_ev": 24.800,
  "total_energy_ha": -2671.29513,
  "symbols": ["Tl", "Cl", "Cl", "Cl", "Si", "F", "F", "F", "F", "N", "C", "C", "C", "C", "C", "C", "C", "C", "C", "B", "H", "H", "H", "H", "H", "H", "H", "H", "H", "H", "H", "H"],
  "positions_angstrom": [[-0.691, -1.678, 1.136], [-2.023, 1.812, 0.323], [-1.490, 3.506, 3.028], [-0.477, 2.900, -2.305], [-0.404, 0.666, -0.599], [2.672, -3.901, -0.201], [1.978, -4.472, -2.320], [1.251, -5.690, -0.507], [0.483, -3.537, -0.832], [2.000, -0.179, 0.301], [-2.394, 0.291, 1.089], [3.211, -0.134, 1.096], [-3.760, 1.614, -0.446], [-3.478, -0.491, 0.765], [-1.691, 2.623, 1.630], [2.335, -0.472, -1.095], [-4.272, 0.442, -0.054], [-1.594, 3.217, -0.821], [1.199, 1.049, 0.432], [1.597, -4.402, -0.965], [2.964, 0.116, 2.130], [-1.584, 4.297, -0.683], [-4.056, -1.050, 1.495], [-4.103, 2.347, -1.162], [3.278, -1.016, -1.139], [-5.262, 0.171, -0.426], [1.581, -1.107, -1.560], [3.926, 0.625, 0.728], [2.437, 0.453, -1.684], [1.745, 1.940, 0.081], [0.926, 1.174, 1.485], [3.694, -1.113, 1.080]]
}

Entry 5:
{
  "formula": "C9H12Br",
  "method": "the ωB97M-V functional and the def2-TZVPD basis",
  "lumo_ev": [0.817, -2.711],
  "homo_lumo_gap_ev": [10.0, 6.5],
  "charge": 0,
  "total_energy_ha": -2924.04666,
  "spin_multiplicity": 2,
  "symbols": ["Br", "C", "C", "C", "C", "C", "C", "C", "C", "C", "H", "H", "H", "H", "H", "H", "H", "H", "H", "H", "H", "H"],
  "positions_angstrom": [[-0.608, 2.976, -1.400], [2.955, -0.744, 0.326], [-2.052, -0.426, -1.137], [2.056, -1.683, 0.799], [-1.245, 0.347, -0.144], [0.218, -0.168, 0.054], [0.694, -1.389, 0.674], [-2.009, 0.650, 1.103], [2.537, 0.460, -0.266], [1.185, 0.698, -0.435], [0.671, 1.688, -0.972], [4.024, -0.914, 0.403], [-2.208, -1.489, -0.897], [-1.457, 1.429, 1.646], [-1.525, -0.380, -2.101], [-2.153, -0.190, 1.794], [-2.984, 0.135, -1.351], [3.378, 1.142, -0.582], [-2.943, 1.174, 0.821], [-1.072, 1.491, -0.683], [2.470, -2.604, 1.253], [0.069, -2.201, 1.096]]
}

Repeat the fourth record exactly.
{
  "formula": "C9H12BCl3F4NSiTl",
  "method": "the ωB97M-V functional and the def2-TZVPD basis",
  "lumo_ev": [4.549, 4.615],
  "homo_lumo_gap_ev": [4.9, 4.4],
  "charge": -2,
  "relative_energy_ev": 24.800,
  "total_energy_ha": -2671.29513,
  "symbols": ["Tl", "Cl", "Cl", "Cl", "Si", "F", "F", "F", "F", "N", "C", "C", "C", "C", "C", "C", "C", "C", "C", "B", "H", "H", "H", "H", "H", "H", "H", "H", "H", "H", "H", "H"],
  "positions_angstrom": [[-0.691, -1.678, 1.136], [-2.023, 1.812, 0.323], [-1.490, 3.506, 3.028], [-0.477, 2.900, -2.305], [-0.404, 0.666, -0.599], [2.672, -3.901, -0.201], [1.978, -4.472, -2.320], [1.251, -5.690, -0.507], [0.483, -3.537, -0.832], [2.000, -0.179, 0.301], [-2.394, 0.291, 1.089], [3.211, -0.134, 1.096], [-3.760, 1.614, -0.446], [-3.478, -0.491, 0.765], [-1.691, 2.623, 1.630], [2.335, -0.472, -1.095], [-4.272, 0.442, -0.054], [-1.594, 3.217, -0.821], [1.199, 1.049, 0.432], [1.597, -4.402, -0.965], [2.964, 0.116, 2.130], [-1.584, 4.297, -0.683], [-4.056, -1.050, 1.495], [-4.103, 2.347, -1.162], [3.278, -1.016, -1.139], [-5.262, 0.171, -0.426], [1.581, -1.107, -1.560], [3.926, 0.625, 0.728], [2.437, 0.453, -1.684], [1.745, 1.940, 0.081], [0.926, 1.174, 1.485], [3.694, -1.113, 1.080]]
}